Record 1
ORCA calculation (ωB97M-V/def2-TZVPD) on a structure of composition C3H12N2O.

Last column: Mulliken charge in e.
Cartesian coordinates (Å):
N 0.9259 -0.3661 1.1465  -0.67
C -0.6708 -0.4463 -0.0291  0.55
C -1.6257 -1.6439 -0.1555  -1.42
C -1.0511 1.0474 -0.2231  -0.24
N 0.0967 1.6180 -0.9962  -0.62
H 1.2830 -0.5034 2.0728  0.09
H -0.0029 -0.6634 -0.8197  0.19
H -0.2676 -0.4876 1.0517  -0.11
H -2.4999 -1.2764 0.3391  0.38
H -1.3179 -2.5548 0.3024  0.40
H -1.8083 -1.8965 -1.1485  0.39
H -1.9688 1.0756 -0.8642  0.32
H -1.2810 1.6449 0.6408  0.28
H 0.9234 1.3704 -0.4504  0.21
H 0.0382 2.6072 -0.8641  0.25
H 2.3351 -0.0082 0.2849  0.35
H 3.8409 0.3255 0.0980  0.31
O 3.0508 0.1575 -0.3854  -0.66

Energy relative to the best compared isomer or geometry (same formula, charge and spin): 139.7 kcal/mol
Highest occupied orbital energy: -8.906 eV

Record 2
ORCA calculation (ωB97M-V/def2-TZVPD) on a cluster of 2 separate species, C40H45N3O2 in total.

Last column: Mulliken charge in e.
Cartesian coordinates (Å):
C -6.3220 -4.5769 1.4462  -0.58
C -6.9921 -3.6719 0.3975  -0.58
C -5.9963 -2.5471 0.0781  -0.73
N -4.7936 -2.8838 0.7942  0.14
C -3.6796 -2.1168 0.7204  1.50
C -3.6894 -0.8729 0.0287  -0.72
C -2.5262 -0.1504 -0.1383  -0.74
C -1.2831 -0.6360 0.3784  -0.76
C -0.0408 0.0252 0.1639  1.58
C 1.1928 -0.7036 0.2583  -0.53
C 1.2939 -1.9997 -0.3485  -0.91
C 2.3940 -2.8059 -0.1575  -0.66
C 3.4657 -2.3828 0.6751  1.43
N 4.5486 -3.1920 0.8450  0.16
C 5.5852 -2.9448 1.8255  -0.70
C 6.5485 -4.1427 1.7184  -0.63
C 6.0542 -5.0060 0.5480  -0.65
C 4.6568 -4.4802 0.1917  -0.74
C 3.3766 -1.1028 1.2866  -0.78
C 2.3079 -0.2613 1.0294  -0.46
C -1.3255 -1.8315 1.1753  -0.84
C -2.4787 -2.5638 1.3252  -0.76
C -4.8795 -4.0743 1.6107  -0.69
H -6.8385 -4.5048 2.4071  0.28
H -6.3219 -5.6219 1.1295  0.29
H -7.2051 -4.2293 -0.5182  0.27
H -7.9249 -3.2404 0.7690  0.29
H -5.8100 -2.4696 -1.0070  0.37
H -6.3827 -1.5673 0.4045  0.32
H -4.6314 -0.5044 -0.3788  0.36
H -2.5344 0.7883 -0.6977  0.50
H -0.0611 1.1062 0.1034  -0.10
H 0.4638 -2.3605 -0.9621  0.62
H 2.4328 -3.7879 -0.6330  0.39
H 6.1018 -1.9903 1.6342  0.31
H 5.1641 -2.8814 2.8444  0.37
H 7.5732 -3.7958 1.5579  0.30
H 6.5190 -4.7123 2.6519  0.28
H 6.7145 -4.8914 -0.3168  0.29
H 6.0092 -6.0668 0.8065  0.31
H 3.8853 -5.1749 0.5680  0.38
H 4.5154 -4.4019 -0.8963  0.32
H 4.1717 -0.7829 1.9609  0.38
H 2.2645 0.7371 1.4719  0.26
H -0.4175 -2.1764 1.6718  0.54
H -2.4666 -3.5005 1.8867  0.36
H -4.6570 -3.8547 2.6676  0.35
H -4.1533 -4.8392 1.2901  0.32
C 2.4401 2.3480 -5.1758  -1.62
C 2.9058 1.9491 -3.7951  1.77
C 2.6220 0.4752 -3.5381  -1.51
C 4.3856 2.2683 -3.6302  -1.78
O 2.2298 2.7802 -2.7806  -0.42
C 0.8895 2.5698 -2.6280  0.01
C 0.5369 2.6413 -1.2000  -0.34
N -0.5390 3.3174 -0.9542  -0.25
C -1.1217 3.6571 0.1757  -0.21
C -2.3499 4.4269 0.0531  1.15
C -3.0545 4.9359 1.1644  -0.28
C -4.2280 5.6650 0.9665  -0.82
C -4.6754 5.9452 -0.3338  -0.41
C -3.9409 5.4978 -1.4443  -0.61
C -2.7946 4.7304 -1.2457  -0.70
C -0.5251 3.2573 1.4613  0.30
C -1.2854 2.5618 2.4186  -0.30
C -0.6667 2.0534 3.5623  -0.91
C 0.7058 2.2428 3.7629  -0.43
C 1.4605 2.9487 2.8216  -0.82
C 0.8419 3.4938 1.6982  0.13
O 0.0931 2.3667 -3.5281  -0.70
H 2.7263 3.3865 -5.3711  0.38
H 2.8987 1.7048 -5.9331  0.43
H 1.3538 2.2543 -5.2292  0.32
H 2.9123 0.1834 -2.5178  0.26
H 1.5510 0.2729 -3.6821  0.35
H 3.1880 -0.1357 -4.2499  0.54
H 4.7268 2.0650 -2.6069  0.38
H 4.9890 1.6663 -4.3197  0.37
H 4.5687 3.3269 -3.8507  0.40
H 1.3299 2.4074 -0.4811  0.36
H -2.6678 4.7607 2.1678  0.43
H -4.7926 6.0231 1.8318  0.36
H -5.5933 6.5193 -0.4813  0.35
H -4.2552 5.7419 -2.4583  0.39
H -2.2138 4.3620 -2.0901  0.45
H -2.3519 2.4045 2.2460  0.56
H -1.2601 1.5099 4.3002  0.39
H 1.1910 1.8417 4.6558  0.39
H 2.5353 3.0868 2.9571  0.42
H 1.4054 4.1312 1.0139  0.50

Highest occupied orbital energy: -5.136 eV

Record 3
ORCA calculation (ωB97M-V/def2-TZVPD) on a structure of composition C9H14B4ClF4IMgO9.

Last column: natural (NBO) charge in e.
Cartesian coordinates (Å):
I -3.5562 1.4007 6.9614  -0.05
B -4.1868 -0.6094 6.4168  0.99
O -4.8000 -0.9001 5.1689  -0.93
B -3.9535 -1.8601 4.5358  0.87
O -2.7233 -2.1137 5.2224  -0.91
B -3.1616 -2.5960 6.5046  0.97
O -3.9710 -1.7303 7.2687  -0.91
H -4.2343 -2.4274 3.5249  -0.01
H -2.8350 -3.6855 6.8081  -0.08
Cl -5.2846 -3.9157 4.8386  -0.30
C -2.2230 0.2499 -1.6708  -0.14
O -2.3898 -0.1214 -0.3289  -0.51
C -3.1722 0.7239 0.3718  0.98
O -3.6960 1.7048 -0.0656  -0.61
O -3.2498 0.2564 1.6019  -0.48
C -4.0617 1.0316 2.4942  -0.26
H -1.5681 -0.5315 -2.1154  -0.06
H -3.1730 0.2514 -2.2065  0.23
H -1.7247 1.2159 -1.7623  0.24
H -5.0933 1.0642 2.1466  0.20
H -3.6620 2.0386 2.6071  0.20
H -4.0369 0.5377 3.4606  0.22
Mg -0.4956 -1.6703 -2.9524  1.32
C 4.4618 0.1804 0.2830  -0.18
C 3.5173 -0.3314 -0.5022  -0.26
C 2.9729 0.4349 -1.6434  0.54
O 2.1024 -0.0355 -2.3621  -0.61
C 3.5148 1.7869 -1.8844  -0.23
C 4.4597 2.3005 -1.0987  -0.20
C 5.0063 1.5378 0.0435  0.47
O 5.8670 1.9999 0.7605  -0.46
H 4.8729 -0.3638 1.1237  0.23
H 3.1081 -1.3219 -0.3433  0.22
H 3.1061 2.3300 -2.7274  0.28
H 4.8684 3.2892 -1.2591  0.24
B 3.7557 0.8956 -5.2780  1.34
F 4.5425 0.3456 -4.2315  -0.58
F 3.3714 2.2118 -4.9352  -0.58
F 4.4977 0.9141 -6.4601  -0.56
F 2.5940 0.0980 -5.4638  -0.60
O 3.4890 -1.4121 -7.9886  -0.95
H 3.8889 -2.2596 -7.7810  0.45
H 3.2799 -1.0301 -7.1228  0.49

Highest occupied orbital energy: -8.685 eV

Record 4
ORCA calculation (ωB97M-V/def2-TZVPD) on a cluster of 2 separate species, C3H10NS2 in total.

Last column: natural (NBO) charge in e.
Cartesian coordinates (Å):
C 0.5590 -1.2236 0.9541  -0.63
C -0.1061 0.1204 0.6924  -0.14
C 0.6762 0.9578 -0.2633  -0.25
N -1.4758 -0.0141 0.1061  -0.71
S 0.7262 0.5070 -1.9304  0.13
S -0.7478 3.0753 0.0774  -0.35
H 0.7596 -1.7603 0.0280  0.23
H 1.5070 -1.0546 1.4608  0.26
H -0.0561 -1.8383 1.6045  0.24
H -0.2119 0.6676 1.6337  0.26
H 1.5414 1.4584 0.1355  0.26
H -2.1277 -0.5330 0.7051  0.45
H -1.4256 -0.4851 -0.8084  0.44
H -1.7842 0.9885 -0.0282  0.48
H 1.6745 1.3562 -2.3022  0.19
H -0.9022 3.4185 -1.2021  0.14

Energy relative to the best compared isomer or geometry (same formula, charge and spin): 44.3 kcal/mol
Highest occupied orbital energy: -12.858 eV
Total charge: +1

Record 5
ORCA calculation (ωB97M-V/def2-TZVPD) on a cluster of 3 separate species, C16H38N2O2S in total.

Last column: natural (NBO) charge in e.
Cartesian coordinates (Å):
O -0.2280 1.7991 -4.1688  -0.94
S -0.5396 2.2621 -2.8592  2.20
O 0.4561 2.3649 -1.8286  -0.95
C -1.4773 3.7754 -2.9716  -0.69
C -2.8730 3.2741 -3.3313  -0.40
C -3.2159 2.0475 -2.4547  -0.41
C -1.9154 1.3064 -2.2134  -0.70
H -1.1813 4.5256 -3.6950  0.26
H -1.5347 4.1338 -1.9413  0.23
H -3.6308 4.0562 -3.2762  0.22
H -2.9157 2.9637 -4.3812  0.22
H -3.9510 1.4332 -2.9723  0.23
H -3.6590 2.4166 -1.5306  0.22
H -1.7026 0.2703 -2.4853  0.26
H -1.6856 1.2281 -1.1425  0.26
C 2.5596 -0.5133 -1.2997  -0.62
C 3.9790 -1.0399 -1.1159  -0.22
N 4.0371 -2.4677 -0.8590  -0.44
C 5.4279 -2.8852 -0.7602  -0.22
C 5.6337 -4.3834 -0.8023  -0.62
C 3.2736 -2.9085 0.3090  -0.23
C 3.4342 -2.0822 1.5697  -0.64
H 2.0983 -0.8850 -2.2114  0.21
H 2.5532 0.5759 -1.3839  0.23
H 1.9864 -0.7336 -0.4009  0.19
H 4.4791 -0.8717 -2.0770  0.20
H 4.5600 -0.4420 -0.3953  0.16
H 6.0454 -2.4251 -1.5334  0.20
H 5.8731 -2.4989 0.1783  0.15
H 6.6889 -4.6382 -0.9011  0.21
H 5.3236 -4.8915 0.1184  0.20
H 5.0230 -4.8550 -1.5745  0.21
H 3.5352 -3.9380 0.5426  0.20
H 2.2125 -2.9284 0.0438  0.19
H 3.0838 -1.0562 1.5151  0.21
H 4.4817 -2.0891 1.8945  0.20
H 2.9446 -2.5681 2.4205  0.21
C -4.7710 0.0709 0.8033  -0.63
C -3.3483 -0.2639 1.0996  -0.22
N -2.5909 0.7917 1.7549  -0.45
C -1.1818 0.4718 1.8182  -0.21
C -0.3174 1.6924 2.0926  -0.62
C -3.2323 1.2470 2.9885  -0.22
C -3.2844 0.2226 4.1220  -0.65
H -5.1834 -0.4350 -0.0711  0.22
H -4.8672 1.1316 0.5375  0.21
H -5.4530 -0.0843 1.6412  0.21
H -3.2564 -1.2565 1.5929  0.16
H -2.7852 -0.5335 0.1931  0.19
H -0.9596 -0.2032 2.6733  0.16
H -0.9011 -0.0959 0.9344  0.20
H -0.5511 2.1340 3.0559  0.20
H 0.7573 1.5090 2.0186  0.22
H -0.4480 2.4436 1.3019  0.21
H -4.1805 1.7284 2.7618  0.20
H -2.6091 2.0852 3.3191  0.19
H -2.3586 -0.3298 4.2358  0.21
H -4.1743 -0.4070 4.0385  0.21
H -3.4842 0.7489 5.0629  0.21

Highest occupied orbital energy: -8.167 eV
SMILES: O=S1(=O)CCCC1.CCN(CC)CC.CCN(CC)CC

Record 6
ORCA calculation (ωB97M-V/def2-TZVPD) on a structure of composition C22H32Cl2FN3O4PSiTeTi.

Last column: natural (NBO) charge in e.
Cartesian coordinates (Å):
Ti -0.9321 0.2827 -0.4295  1.77
C 0.9338 2.8541 1.3527  -1.12
Si 1.7494 2.2003 -0.2005  1.86
C 2.0088 3.7156 -1.2609  -1.14
C 3.4471 1.5751 0.3477  -1.15
N 0.8567 1.0084 -1.1177  -1.21
C 1.4164 0.5468 -2.3104  0.21
C 2.7596 0.7192 -2.6914  -0.29
C 3.2633 0.2614 -3.9045  -0.22
C 2.4472 -0.3888 -4.8143  -0.26
C 1.1088 -0.5688 -4.4841  -0.25
C 0.6432 -0.1126 -3.2773  0.33
F -0.6693 -0.3142 -2.9996  -0.31
H 1.7504 3.1077 2.0366  0.22
H 0.2661 2.1750 1.8806  0.25
H 0.3849 3.7623 1.1025  0.23
H 2.5929 4.4738 -0.7275  0.22
H 1.0304 4.1390 -1.5052  0.24
H 2.5232 3.4842 -2.1968  0.23
H 3.5832 1.7439 1.4191  0.23
H 4.2404 2.1178 -0.1768  0.22
H 3.5938 0.5109 0.1562  0.24
H 3.4344 1.2225 -2.0176  0.21
H 4.3111 0.4213 -4.1295  0.20
H 2.8375 -0.7538 -5.7551  0.20
H 0.4150 -1.0787 -5.1409  0.22
N -2.9221 3.1688 1.3149  -0.81
C -2.5392 2.5785 0.1599  0.72
O -1.4234 2.7601 -0.3265  -0.64
C -3.5128 1.6808 -0.5760  -0.51
C -2.7136 0.7680 -1.5126  -0.88
H -2.1722 3.5497 1.8717  0.40
H -3.6768 2.7354 1.8193  0.39
H -4.1928 2.3717 -1.0929  0.22
H -4.1075 1.1100 0.1415  0.22
H -2.3588 1.3619 -2.3585  0.21
H -3.3219 -0.0472 -1.8970  0.22
C 2.3927 -1.9512 1.2259  -0.64
C 1.8746 -1.0225 2.2961  -0.06
O 0.7516 -0.2716 1.7724  -0.84
P -0.7310 -0.5930 2.2925  2.01
O -1.5789 0.3720 1.4033  -1.15
Te -1.2186 -2.8386 2.8200  -0.50
O -0.6349 0.2036 3.6932  -0.85
C -1.6389 0.1363 4.7079  -0.07
C -0.9611 -0.0857 6.0378  -0.62
H 3.4173 -2.2536 1.4592  0.20
H 2.3808 -1.4518 0.2571  0.23
H 1.7644 -2.8371 1.1405  0.24
H 2.6128 -0.2746 2.5867  0.18
H 1.5550 -1.5626 3.1872  0.20
H -2.3372 -0.6747 4.4975  0.21
H -2.1924 1.0793 4.6926  0.16
H -0.4707 -1.0600 6.0412  0.22
H -1.6936 -0.0588 6.8484  0.20
H -0.2096 0.6838 6.2223  0.20
Cl -3.7155 -2.1400 0.0207  0.00
C -2.5436 -3.0032 -0.9453  0.03
C -3.0345 -4.1170 -1.6095  -0.26
C -2.1989 -4.9044 -2.3846  -0.26
C -0.8579 -4.5647 -2.4543  -0.22
C -0.3887 -3.4510 -1.7777  -0.05
Cl 1.3350 -3.1688 -1.8494  -0.01
C -1.2024 -2.5856 -1.0201  0.08
N -0.7116 -1.4497 -0.4373  -0.93
H -4.0834 -4.3599 -1.5022  0.21
H -2.5809 -5.7738 -2.9031  0.20
H -0.1554 -5.1640 -3.0182  0.21

Energy relative to the best compared isomer or geometry (same formula, charge and spin): 21.3 kcal/mol
Highest occupied orbital energy: -4.410 eV
Total charge: -1

Max |F|, respectively: 3.659; 1.706; 2.208; 2.737; 2.072; 1.312 eV Å⁻¹.
Orbital gap, respectively: 8.390; 3.494; 1.605; 7.894; 8.873; 6.834 eV.
Energy, respectively: -8327.26241; -50772.79511; -67635.58829; -26425.62996; -35117.19666; -111339.29685 eV.